Here is a 15-piece molecular cluster, C87H195N21O15 overall in a non-equilibrium geometry from the Open Molecules 2025 dataset. Energies are from the ωB97M-V functional and the def2-TZVPD basis.

Atoms and positions in Å:
C 16.72 -20.40 -12.80
C 15.42 -19.63 -13.04
C 14.96 -19.39 -14.46
C 14.03 -20.37 -15.13
C 12.91 -20.90 -14.29
C 13.49 -21.31 -12.92
N 14.26 -20.18 -12.29
O 14.65 -20.54 -11.00
C 12.34 -21.81 -12.07
C 14.34 -22.54 -13.21
C 15.61 -18.23 -12.41
H 16.83 -21.32 -13.42
H 16.82 -20.73 -11.72
H 17.55 -19.83 -13.05
H 14.48 -18.42 -14.50
H 15.75 -19.15 -15.14
H 14.57 -21.28 -15.35
H 13.70 -20.01 -16.12
H 12.55 -21.81 -14.73
H 12.09 -20.22 -14.00
H 12.71 -22.10 -11.12
H 11.68 -20.93 -11.84
H 11.80 -22.67 -12.45
H 13.95 -23.32 -13.85
H 15.24 -22.21 -13.70
H 14.53 -23.00 -12.28
H 15.91 -18.28 -11.32
H 14.65 -17.70 -12.46
H 16.24 -17.57 -13.03
H 15.10 -21.41 -11.03
C 13.47 -30.06 -0.65
C 13.51 -29.43 -2.10
C 12.20 -29.77 -2.85
C 10.98 -29.07 -2.16
C 11.26 -27.55 -2.19
C 12.68 -27.11 -1.59
N 13.74 -28.01 -2.20
O 14.95 -27.62 -1.46
C 12.81 -25.71 -2.16
C 12.60 -27.07 -0.09
C 14.63 -30.12 -2.91
H 14.36 -29.78 -0.10
H 13.39 -31.17 -0.76
H 12.62 -29.76 -0.05
H 12.34 -29.39 -3.90
H 12.07 -30.86 -2.79
H 10.83 -29.49 -1.21
H 10.04 -29.19 -2.75
H 10.57 -26.99 -1.63
H 11.27 -27.21 -3.26
H 13.01 -25.70 -3.21
H 11.93 -25.16 -2.03
H 13.57 -25.23 -1.62
H 12.33 -28.08 0.33
H 13.60 -26.72 0.29
H 11.85 -26.37 0.17
H 15.61 -29.90 -2.53
H 14.68 -29.83 -3.94
H 14.57 -31.20 -2.92
H 15.59 -27.33 -2.12
C 9.07 -18.18 -7.70
C 10.36 -18.90 -8.04
C 10.24 -19.78 -9.24
C 10.14 -18.92 -10.56
C 11.31 -17.93 -10.72
C 11.49 -17.04 -9.47
N 11.52 -18.01 -8.31
O 11.89 -17.35 -7.16
C 12.85 -16.42 -9.51
C 10.44 -15.92 -9.37
C 10.72 -19.80 -6.80
H 8.54 -17.74 -8.52
H 9.29 -17.35 -6.98
H 8.30 -18.85 -7.22
H 11.15 -20.39 -9.24
H 9.47 -20.58 -9.09
H 9.18 -18.31 -10.63
H 10.06 -19.72 -11.44
H 11.16 -17.37 -11.64
H 12.30 -18.42 -10.95
H 13.65 -17.13 -9.38
H 12.93 -15.95 -10.49
H 13.01 -15.60 -8.80
H 10.79 -15.09 -9.94
H 9.44 -16.16 -9.83
H 10.37 -15.59 -8.33
H 11.70 -20.22 -6.90
H 9.96 -20.60 -6.76
H 10.67 -19.25 -5.89
H 12.88 -17.50 -6.98
C 8.70 -25.29 -17.55
C 9.49 -25.67 -16.29
C 10.50 -24.65 -15.85
C 11.05 -24.81 -14.45
C 9.93 -24.62 -13.42
C 8.81 -25.66 -13.74
N 8.51 -25.59 -15.19
O 7.49 -26.57 -15.51
C 9.26 -27.11 -13.28
C 7.60 -25.20 -13.02
C 10.28 -26.99 -16.44
H 7.96 -26.04 -17.82
H 9.35 -24.99 -18.40
H 8.24 -24.34 -17.27
H 11.32 -24.71 -16.57
H 10.07 -23.59 -15.91
H 11.73 -24.01 -14.26
H 11.63 -25.71 -14.21
H 9.49 -23.66 -13.46
H 10.28 -24.87 -12.39
H 9.55 -27.16 -12.27
H 8.36 -27.75 -13.51
H 10.12 -27.35 -13.86
H 7.41 -24.18 -13.35
H 6.84 -25.92 -13.12
H 7.83 -25.15 -11.94
H 11.02 -27.09 -15.68
H 10.75 -27.12 -17.39
H 9.64 -27.86 -16.29
H 6.73 -26.00 -15.77
C 8.95 -25.95 -4.98
C 7.49 -25.99 -4.58
C 7.34 -25.81 -3.04
C 7.54 -24.36 -2.57
C 6.47 -23.53 -3.31
C 6.61 -23.55 -4.87
N 6.58 -24.99 -5.24
O 6.70 -25.14 -6.65
C 5.29 -22.91 -5.47
C 7.80 -22.79 -5.45
C 6.96 -27.40 -5.04
H 9.44 -25.14 -4.48
H 9.05 -25.75 -6.08
H 9.49 -26.85 -4.75
H 6.33 -26.25 -2.82
H 8.03 -26.53 -2.50
H 8.55 -23.97 -2.74
H 7.55 -24.31 -1.51
H 6.54 -22.46 -3.04
H 5.46 -23.86 -3.15
H 5.16 -21.89 -5.29
H 5.34 -23.09 -6.56
H 4.43 -23.50 -5.01
H 7.70 -22.91 -6.54
H 7.76 -21.74 -5.15
H 8.71 -23.30 -5.05
H 5.90 -27.39 -5.09
H 7.27 -28.16 -4.30
H 7.37 -27.65 -6.05
H 5.89 -25.55 -6.90
C 9.61 -30.57 -6.99
C 10.82 -31.27 -6.59
C 10.57 -32.00 -5.30
C 11.68 -32.96 -4.86
C 11.89 -33.96 -5.96
C 12.11 -33.24 -7.37
N 11.08 -32.26 -7.67
O 11.27 -31.62 -8.94
C 13.57 -32.79 -7.37
C 11.93 -34.29 -8.49
C 12.01 -30.30 -6.47
H 9.37 -29.80 -6.25
H 8.91 -31.38 -7.06
H 9.64 -30.07 -7.94
H 10.39 -31.22 -4.52
H 9.65 -32.59 -5.49
H 11.43 -33.58 -4.01
H 12.63 -32.48 -4.57
H 11.06 -34.68 -6.18
H 12.84 -34.54 -5.74
H 13.83 -32.32 -8.33
H 13.74 -32.04 -6.59
H 14.24 -33.67 -7.29
H 10.85 -34.57 -8.54
H 12.19 -33.85 -9.51
H 12.58 -35.19 -8.45
H 12.56 -30.03 -7.39
H 12.74 -30.67 -5.76
H 11.70 -29.37 -5.97
H 12.09 -31.13 -8.90
C 11.73 -30.00 -14.97
C 12.11 -30.76 -13.65
C 11.50 -32.16 -13.68
C 11.87 -33.01 -12.49
C 13.40 -33.16 -12.62
C 14.12 -31.79 -12.61
N 13.53 -30.87 -13.60
O 14.05 -29.61 -13.42
C 14.18 -31.31 -11.13
C 15.53 -31.97 -13.19
C 11.49 -29.91 -12.46
H 10.69 -29.71 -14.92
H 11.86 -30.67 -15.83
H 12.20 -29.03 -15.17
H 10.42 -32.12 -13.91
H 11.90 -32.73 -14.55
H 11.35 -33.99 -12.55
H 11.61 -32.56 -11.50
H 13.51 -33.54 -13.62
H 13.88 -33.74 -11.81
H 14.90 -30.54 -11.01
H 13.27 -30.97 -10.71
H 14.50 -32.14 -10.44
H 15.53 -32.12 -14.25
H 16.04 -31.04 -13.03
H 15.99 -32.81 -12.62
H 11.64 -30.29 -11.48
H 10.43 -29.76 -12.62
H 11.94 -28.94 -12.50
H 13.94 -29.27 -12.53
C 7.96 -30.40 -10.77
C 6.63 -29.63 -10.32
C 5.66 -29.62 -11.54
C 4.21 -29.28 -11.27
C 3.62 -30.21 -10.23
C 4.51 -30.10 -8.91
N 5.97 -30.45 -9.27
O 6.75 -30.31 -8.08
C 4.20 -28.79 -8.19
C 4.04 -31.27 -8.09
C 6.94 -28.16 -9.91
H 8.01 -31.37 -10.24
H 8.78 -29.73 -10.52
H 7.97 -30.54 -11.86
H 6.03 -28.92 -12.24
H 5.85 -30.62 -12.08
H 3.69 -29.35 -12.24
H 4.11 -28.28 -10.85
H 3.60 -31.26 -10.51
H 2.65 -29.99 -9.97
H 4.34 -27.88 -8.76
H 3.15 -28.84 -7.91
H 4.65 -28.83 -7.18
H 2.97 -31.37 -7.93
H 4.35 -32.13 -8.63
H 4.51 -31.18 -7.10
H 7.69 -28.12 -9.13
H 5.99 -27.69 -9.60
H 7.37 -27.67 -10.76
H 7.18 -31.18 -8.06
C 11.04 -27.60 -9.40
C 11.14 -26.04 -9.26
C 9.80 -25.34 -9.26
C 9.90 -23.87 -8.93
C 10.68 -23.71 -7.62
C 12.10 -24.41 -7.54
N 11.84 -25.79 -7.92
O 13.07 -26.52 -7.90
C 13.25 -23.73 -8.25
C 12.42 -24.33 -6.01
C 12.01 -25.52 -10.46
H 11.96 -28.06 -9.55
H 10.40 -27.79 -10.24
H 10.46 -27.98 -8.55
H 9.35 -25.52 -10.27
H 9.13 -25.76 -8.49
H 8.90 -23.46 -8.77
H 10.45 -23.30 -9.67
H 10.19 -24.05 -6.66
H 10.84 -22.66 -7.42
H 13.11 -23.47 -9.32
H 13.52 -22.86 -7.67
H 14.06 -24.45 -8.19
H 13.37 -24.83 -5.64
H 12.31 -23.28 -5.76
H 11.57 -24.69 -5.46
H 12.06 -24.38 -10.46
H 11.54 -25.82 -11.42
H 12.95 -26.05 -10.50
H 13.76 -26.05 -8.40
C 14.67 -18.97 -7.63
O 14.37 -17.99 -6.89
N 16.06 -19.26 -7.94
N 13.75 -19.73 -8.31
H 16.60 -18.73 -7.30
H 16.39 -20.18 -8.23
H 12.85 -19.17 -8.37
H 14.17 -20.13 -9.16
C 14.90 -21.89 -5.07
O 15.47 -21.88 -6.16
N 15.07 -22.78 -4.06
N 13.96 -20.98 -4.83
H 15.69 -23.56 -4.21
H 14.78 -22.64 -3.11
H 13.40 -21.08 -3.98
H 13.64 -20.21 -5.31
C 15.40 -27.66 -10.04
O 14.65 -28.17 -10.88
N 15.55 -26.34 -10.03
N 15.99 -28.41 -9.06
H 16.05 -25.71 -9.37
H 15.02 -25.89 -10.79
H 16.65 -27.95 -8.43
H 16.09 -29.36 -9.20
C 11.43 -22.30 -2.39
O 12.64 -22.25 -2.51
N 10.57 -21.79 -3.35
N 10.82 -22.78 -1.30
H 11.06 -21.58 -4.24
H 9.57 -21.95 -3.37
H 9.89 -22.54 -1.08
H 11.46 -23.16 -0.61
C 15.72 -26.83 -5.06
O 16.37 -27.06 -4.01
N 14.48 -27.38 -5.25
N 16.13 -25.92 -6.10
H 14.05 -27.71 -4.42
H 13.88 -27.00 -5.98
H 17.08 -25.64 -6.14
H 15.53 -25.82 -6.88
C 17.79 -22.94 -8.95
O 17.52 -24.13 -8.70
N 17.99 -22.40 -10.17
N 17.88 -21.97 -7.91
H 18.25 -23.18 -10.83
H 18.41 -21.50 -10.29
H 18.77 -21.45 -7.98
H 17.59 -22.20 -6.98

Output
Electronic energy (eV): -155380.702
F_max (hartree/bohr): 0.080
Kohn-Sham gap (eV): 8.1725
LUMO (eV): 0.07
HOMO energy (eV): -8.100